C24H33N6O2S | ωB97M-V with the def2-TZVPD basis set

Its charge is +1. The structure (SMILES) is CCCC[C@@H](c1nnnn1CS(=O)(=O)c1ccc(C)cc1)N1CC[NH+](c2ccccc2)CC1. The value obtained for the energy above the lowest of the compared OMol25 structures with the same formula, charge and spin is 0.000 eV. For the lowest unoccupied orbital energy, the calculation gives -2.3 eV.

Atoms and positions in Å:
S1 0.99586 -0.80996 0.12841
O1 0.70336 -0.45048 -1.23075
O2 0.89270 0.30772 1.06408
N1 -1.16932 -2.23960 -0.39962
N2 -2.06791 0.70587 0.05542
N3 -0.90912 -3.03662 -1.44940
N4 -2.66515 -1.90877 -1.91436
N5 -1.80008 -2.83036 -2.31420
N6 -0.27000 2.53521 -0.02676
C1 -4.99994 -1.26718 2.74351
C2 -1.38884 2.89588 0.86918
C3 0.77492 3.55494 -0.08988
C4 -2.90456 -0.48863 0.15097
C5 5.00833 -2.89660 0.45423
C6 2.78041 5.45286 -0.19767
C7 3.06738 4.16645 0.22716
C8 3.38859 -1.35197 1.35893
C9 -0.78888 2.17085 -1.37115
C10 2.58646 -1.58617 0.25883
C11 -4.38337 -0.29846 -0.22354
C12 2.06417 3.21285 0.28377
C13 -5.94602 -1.32509 1.54914
C14 4.60318 -2.00826 1.44804
C15 -2.10646 1.39732 -1.21902
C16 -0.26163 -2.08743 0.66312
C17 -2.28561 -1.52424 -0.72235
C18 -5.25402 -1.49075 0.19453
C19 6.32358 -3.59535 0.54374
C20 -2.20934 1.63413 1.16378
C21 4.17218 -3.11380 -0.64139
C22 0.47964 4.84179 -0.51446
C23 2.95773 -2.46335 -0.74514
C24 1.48824 5.78923 -0.56567
H1 -4.39855 -0.36009 2.73269
H2 2.30201 -2.61702 -1.58766
H3 0.27566 -3.01837 0.83764
H4 -3.25499 1.92609 1.34987
H5 -4.34006 -2.13302 2.75249
H6 -0.73809 -1.71574 1.56766
H7 3.06071 -0.66233 2.12074
H8 4.47788 -3.80004 -1.41596
H9 -0.03939 1.54241 -1.85438
H10 -2.18628 0.66392 -2.02111
H11 5.24245 -1.83192 2.29947
H12 3.56226 6.19422 -0.24121
H13 2.27586 2.20951 0.61994
H14 -6.55688 -0.42007 1.53036
H15 -6.62208 -2.17087 1.68471
H16 0.15829 1.66294 0.38172
H17 -4.44271 -0.17261 -1.30425
H18 1.26116 6.79087 -0.89437
H19 -0.52293 5.11740 -0.80306
H20 -5.57186 -1.27234 3.66806
H21 -1.82653 1.14040 2.06209
H22 -6.03009 -1.62849 -0.55859
H23 6.71017 -3.58049 1.55877
H24 -1.99834 3.65773 0.37990
H25 -2.96954 2.07616 -1.29258
H26 -0.93637 3.07692 -1.96006
H27 -0.98496 3.31422 1.79223
H28 -4.76335 0.60839 0.25032
H29 -2.83251 -0.83040 1.18982
H30 -4.65168 -2.40134 0.19809
H31 4.07216 3.90246 0.51645
H32 7.04724 -3.09922 -0.10306
H33 6.23709 -4.62612 0.20879

---

C4H10N3P | ωB97M-V with the def2-TZVPD basis set

The value obtained for the energy above the lowest of the compared OMol25 structures with the same formula, charge and spin is 2.496 eV. For the lowest unoccupied orbital energy (spin up / spin down), the calculation gives 0.0 / 0.0 eV.

Atoms and positions in Å:
P1 0.84791 -0.93186 -0.60183
N1 -0.00258 3.22813 1.99143
N2 -0.51173 0.89602 2.51930
N3 0.09408 -0.29642 2.32982
C1 -0.04861 -1.48242 -2.25462
C2 -0.62900 -1.19031 0.45874
C3 0.80577 0.87931 -1.05542
C4 -0.15571 2.09415 2.09798
H1 -0.81375 -2.29139 -1.97600
H2 0.77844 -1.99581 -2.91018
H3 -0.44316 -0.52490 -2.70875
H4 1.74034 1.12686 -1.68961
H5 -1.37236 0.67274 2.81659
H6 -1.31733 -0.45109 0.26963
H7 0.79301 1.41994 -0.15070
H8 -0.78492 -2.21571 0.67809
H9 -0.04353 1.19785 -1.77995
H10 1.06313 -0.13506 1.96547

---

C3H4N2O3 | ωB97M-V with the def2-TZVPD basis set

The structure (SMILES) is C=C(O)N=O.N=C=O. The value obtained for the energy above the lowest of the compared OMol25 structures with the same formula, charge and spin is 4.287 eV. For the lowest unoccupied orbital energy (spin up / spin down), the calculation gives -0.9 / -0.9 eV.

Atoms and positions in Å:
O1 0.78394 -2.55959 -0.12102
O2 1.73948 2.33534 1.24809
O3 -0.72688 1.27533 -0.80726
N1 -0.76053 -1.29976 -1.39839
N2 0.85678 2.38763 0.42347
C1 0.03519 1.20970 0.26066
C2 0.07789 0.17345 1.14063
C3 0.06715 -1.82720 -0.66500
H1 0.81734 0.18524 1.92597
H2 -0.77485 -0.46372 1.30703
H3 -0.93671 0.28267 -1.09124
H4 -1.17879 -1.69909 -2.22293

---

C36H33BN7Re | ωB97M-V with the def2-TZVPD basis set

As for the spin multiplicity: 2. Its charge is +1. For the lowest unoccupied orbital energy (spin up / spin down), the calculation gives -3.9 / -3.5 eV.

Atoms and positions in Å:
Re1 0.25738 -0.12120 0.39794
N1 -0.08463 -0.92656 -2.46678
N2 0.94740 1.23143 -1.01658
N3 -0.01651 0.89154 1.91226
N4 0.08210 1.53348 -2.00976
N5 -2.03007 0.24030 -1.45875
N6 -1.70787 -0.23946 -0.23462
N7 0.49897 -1.40602 -1.32958
C1 0.08426 -1.80463 -3.47027
C2 -1.62023 4.17937 1.99410
C3 4.96963 2.98004 1.02871
C4 2.96232 2.10081 0.02414
C5 -0.65938 2.27305 3.79020
C6 3.16015 0.92286 0.74868
C7 3.26107 -5.16461 0.99337
C8 -1.06335 3.01370 1.52038
C9 2.75085 -3.97038 1.47852
C10 -0.43576 -1.59492 -4.84928
C11 0.43062 2.71167 -2.55921
C12 3.03604 -5.50867 -0.33091
C13 -1.68304 -2.61983 3.33642
C14 -3.36654 0.22742 -1.59983
C15 -2.82392 -2.63506 4.12610
C16 4.24189 0.76299 1.59080
C17 3.88787 3.13041 0.17738
C18 0.80075 -2.87577 -2.97621
C19 -1.68765 -1.92348 2.14282
C20 1.79590 -3.45829 -0.69067
C21 2.31369 -4.66817 -1.15956
C22 -3.94954 -1.93095 3.72155
C23 -2.83339 -0.55979 0.41295
C24 -4.09125 0.63207 -2.83665
C25 2.02978 -3.13211 0.64526
C26 -2.81593 -1.22252 1.71511
C27 -1.69503 4.40540 3.36639
C28 1.84669 2.21377 -0.91250
C29 5.15721 1.79740 1.72932
C30 1.04878 -2.59943 -1.62527
C31 1.54701 3.17853 -1.87957
C32 -0.56561 2.02269 2.40763
C33 -3.95023 -1.23467 2.52506
C34 -0.32028 3.33969 -3.68074
C35 -1.21286 3.44872 4.25294
C36 -3.91319 -0.25862 -0.41962
B1 -0.87453 0.40944 -2.48434
H1 6.01866 1.67544 2.37161
H2 -0.15798 -2.44182 -5.47170
H3 -0.79656 -3.16129 3.63960
H4 -1.28577 0.64621 -3.57014
H5 -2.12579 5.32196 3.74623
H6 -4.83127 -1.92328 4.34841
H7 -4.44709 -0.25343 -3.36540
H8 2.91492 -3.69197 2.51176
H9 -0.40422 2.65273 -4.52285
H10 2.07168 4.10065 -2.06110
H11 -0.28953 1.52393 4.47907
H12 5.67328 3.79283 1.14936
H13 -1.52274 -1.50685 -4.85070
H14 1.09345 -3.74371 -3.53933
H15 -4.96189 1.22786 -2.56822
H16 -2.83469 -3.20636 5.04438
H17 -2.00924 4.91897 1.30592
H18 -0.79998 -1.98668 1.50664
H19 1.64505 -2.20802 1.06191
H20 -0.02600 -0.68808 -5.29432
H21 3.42529 -6.43924 -0.72191
H22 3.82885 -5.81954 1.64040
H23 -4.95979 -0.39595 -0.20979
H24 2.47463 0.07514 0.62968
H25 -1.27613 3.62958 5.31802
H26 3.76021 4.05598 -0.36860
H27 2.15285 -4.96511 -2.18623
H28 4.38216 -0.16622 2.12697
H29 -3.45771 1.20810 -3.50623
H30 -1.32932 3.60313 -3.36061
H31 -4.83214 -0.68518 2.22252
H32 -0.99144 2.81674 0.45591
H33 0.18871 4.24183 -4.00863

---

C23H32F5N3PS | ωB97M-V with the def2-TZVPD basis set

Its charge is +1. The structure (SMILES) is CCC[C@H](C)c1n[n+](C(F)(F)c2cccc(C(F)(F)F)c2)c(C)c([PH2]=S)c1CCCCCN. For the lowest unoccupied orbital energy, the calculation gives -5.1 eV.

Atoms and positions in Å:
S1 -2.42056 -2.68181 -2.73170
P1 -1.56104 -1.14334 -3.60265
F1 4.23036 0.92772 -0.83567
F2 3.02493 -4.69441 2.86251
F3 1.82785 -2.69127 2.66276
F4 4.02222 0.23883 -2.97452
F5 3.99226 -2.70588 3.36724
N1 1.73249 1.22262 -0.68204
N2 -6.63778 -1.48381 1.35865
N3 2.00653 0.28904 -1.59495
C1 1.69567 3.18982 3.64719
C2 0.36964 1.47161 -0.67092
C3 2.02532 2.63258 2.14767
C4 1.65069 -1.58258 -3.46819
C5 3.06897 -3.34430 2.46983
C6 -5.10773 0.54588 1.45878
C7 1.17226 -0.43742 -2.43944
C8 -3.18876 0.35104 -0.43512
C9 3.32107 -1.77565 0.32123
C10 5.10207 -3.82235 -1.16291
C11 4.55219 -4.14484 0.25533
C12 -0.36017 -0.21814 -2.48736
C13 -4.28676 1.29884 0.30023
C14 -0.06652 2.59373 0.42016
C15 3.49608 0.01604 -1.67675
C16 -6.42078 -0.13283 0.76275
C17 3.66275 -3.12762 0.99858
C18 1.23535 3.40788 0.98315
C19 -2.26936 1.37972 -1.31716
C20 3.87527 -1.43419 -1.07760
C21 4.76429 -2.46458 -1.82795
C22 -0.74346 1.91440 1.72358
C23 -0.77030 0.88403 -1.49255
H1 0.85834 3.96310 3.53098
H2 1.95549 1.48905 2.08205
H3 -2.38726 2.45219 -0.95821
H4 -4.98623 1.78863 -0.47831
H5 5.76965 -4.53266 -1.75293
H6 -3.74355 2.18643 0.81052
H7 2.66417 -1.03474 0.87766
H8 -1.81914 1.57006 1.55288
H9 -5.46700 1.30255 2.25322
H10 -0.79605 2.69326 2.57402
H11 -0.94914 -1.62272 -4.80588
H12 2.61352 3.59059 4.18577
H13 -2.61118 -0.24350 -3.98530
H14 5.18109 -2.25509 -2.88048
H15 0.84113 4.40824 1.40866
H16 -7.30979 0.56090 0.94837
H17 -0.73027 3.40944 -0.05170
H18 -2.58549 -0.23087 0.33530
H19 2.75945 -1.79400 -3.47083
H20 -6.34324 -1.47683 2.34236
H21 4.83360 -5.13566 0.74258
H22 -0.15982 0.97198 2.04540
H23 -4.40513 -0.22188 1.92734
H24 1.07590 -2.56097 -3.26472
H25 3.14598 2.87385 1.98934
H26 1.98670 3.64932 0.14912
H27 1.21613 2.30049 4.20906
H28 1.29259 -1.22331 -4.50455
H29 -6.26264 -0.19169 -0.37926
H30 -2.74177 1.34911 -2.37351
H31 -6.10990 -2.20192 0.84025
H32 -3.78119 -0.31214 -1.16139

---

C16H12CdN4O4S | ωB97M-V with the def2-TZVPD basis set

Its charge is +2. The value obtained for the energy above the lowest of the compared OMol25 structures with the same formula, charge and spin is 2.069 eV. For the lowest unoccupied orbital energy, the calculation gives -9.1 eV.

Atoms and positions in Å:
Cd1 -0.47630 -0.44220 0.42890
S1 -2.81150 -1.03860 -0.57190
O1 -2.31680 -1.62430 -1.76360
O2 -2.27960 -1.61110 0.67010
O3 -1.20130 3.13050 -0.43160
O4 -2.96120 2.65860 -0.16900
N1 -0.44660 2.43600 -0.01580
N2 1.74720 -0.44040 0.19250
N3 0.03620 -0.15410 2.42560
N4 -2.18160 0.53390 -0.47390
C1 -0.34960 0.10850 4.76710
C2 -6.86460 -0.54910 -0.08380
C3 -5.67760 1.55210 -0.06080
C4 -5.68380 -1.25800 -0.32210
C5 1.91340 0.03510 3.94630
C6 1.00110 0.16500 5.01540
C7 -6.86370 0.83310 0.03720
C8 -4.51680 -0.53920 -0.40590
C9 -0.79390 -0.06150 3.45270
C10 2.27430 -0.28070 1.54090
C11 4.15210 -0.13520 3.06050
C12 3.63030 -0.29380 1.76890
C13 1.37990 -0.12730 2.63500
C14 3.31290 0.04000 4.12990
C15 -4.50090 0.84790 -0.26330
C16 -3.13710 1.42240 -0.30400
H1 3.70800 0.17670 5.12430
H2 -1.85640 -0.13580 3.22890
H3 5.22130 -0.15780 3.20060
H4 -7.79180 -1.09470 0.01310
H5 4.31270 -0.42840 0.94130
H6 -7.78920 1.36110 0.21380
H7 2.08000 0.33860 -0.38570
H8 -5.65060 2.62750 0.02390
H9 1.37740 0.29410 6.02010
H10 2.15370 -1.28590 -0.22350
H11 -5.69360 -2.33060 -0.42910
H12 -1.06970 0.18890 5.56720